[1]
Density functional theory data (the ωB97M-V functional and the def2-TZVPD basis) for an isolated ion of composition C4H4N3 and charge +1 at a distorted geometry.

Each line ends with the Mulliken charge.
CARTESIAN COORDINATES (ANGSTROEM)
C -0.985980 -1.921935 -0.550655  -0.6979
C -0.798663 -0.641131 -0.103018  0.4089
N -0.660403 0.420542 0.337294  0.0474
C -0.070468 1.607980 0.783264  0.0658
N 1.112122 1.975762 0.680263  -0.2810
C 2.097423 1.506817 0.046627  0.4339
N 3.078120 1.164359 -0.460147  -0.3007
H -1.958574 -2.211553 -0.114863  0.3221
H -0.200635 -2.425009 0.000322  0.3048
H -0.834958 -1.886848 -1.681377  0.3421
H -0.777984 2.411016 1.062290  0.3547

Cartesian forces (eV/Å) of the 6 atoms listed first:
-0.36 -0.92 -1.20
0.35 3.90 1.40
0.60 -1.76 -0.98
-1.58 2.57 0.43
-2.26 1.34 1.03
3.35 -1.87 -1.30

Results
LUMO	-6.33	eV
charge	+1
ΔE to the lowest compared entry with this formula, charge and spin	39.74	kcal per mole
structure (SMILES)	CC#[N+]/C=N\C#N
HOMO-LUMO gap	8.8	eV


[2]
Density functional theory data (the ωB97M-V functional and the def2-TZVPD basis) for C16H28BrIrN2O3 as an isolated structure at a distorted geometry.

Each line ends with the Mulliken charge.
CARTESIAN COORDINATES (ANGSTROEM)
Ir -2.043331 -2.429770 0.236082  1.0886
C 4.315495 1.479966 0.082927  -2.0074
C 3.088313 2.394515 0.112745  1.8335
C 3.164484 3.296340 1.377585  -1.4819
C 3.104597 3.290270 -1.139516  -1.6003
C 1.796010 1.644886 0.223196  0.0341
C 1.768488 0.264279 0.549854  -0.6556
C 0.575782 -0.369454 0.596747  -0.3999
Br 0.485902 -2.232120 1.015093  -0.2055
C -0.687577 0.270401 0.357538  1.1696
O -1.755459 -0.399402 0.308396  -0.9278
C -0.661947 1.721165 0.179091  -0.3534
C 0.566220 2.320353 0.079284  0.0245
C -1.959154 2.506645 0.117391  1.8259
C -2.744896 2.115872 -1.152075  -1.4993
C -2.807315 2.217522 1.375170  -1.5447
C -1.697382 4.016572 0.079431  -2.0766
H 5.209572 2.087036 -0.041256  0.4270
H 4.264033 0.782918 -0.755998  0.4715
H 4.430694 0.917940 1.010923  0.4000
H 4.114634 3.828701 1.364379  0.4468
H 3.114402 2.692370 2.284556  0.3811
H 2.357023 4.027462 1.397905  0.3716
H 4.053136 3.822073 -1.183255  0.4688
H 2.308770 4.033737 -1.141219  0.3498
H 3.011439 2.681659 -2.040510  0.3980
H 2.679889 -0.280696 0.747203  0.5073
H 0.598240 3.382107 -0.110163  0.5992
H -2.980459 1.054837 -1.165728  0.2571
H -2.174938 2.362619 -2.048482  0.3741
H -3.680921 2.672742 -1.172720  0.4506
H -3.105329 1.173660 1.431169  0.2112
H -3.711229 2.823226 1.334324  0.4787
H -2.261746 2.481096 2.282547  0.3878
H -1.181316 4.315606 -0.834183  0.4149
H -1.124104 4.343765 0.948359  0.4688
H -2.652332 4.538516 0.098795  0.4258
O -4.279678 -2.410243 -0.053816  -0.5466
H -4.738703 -3.252835 -0.163382  0.3433
H -4.855143 -1.813231 0.440140  0.3488
C -0.032014 -7.565387 -0.462610  -0.9559
N -0.980834 -6.517017 -0.116591  -0.1697
C -0.915454 -5.255503 -0.519895  0.7687
N 0.108262 -4.855410 -1.286520  -0.2804
O -1.836690 -4.453840 -0.169744  -0.7162
H -0.457861 -8.523837 -0.184452  0.3128
H 0.912928 -7.439184 0.069046  0.3517
H 0.159143 -7.582834 -1.536104  0.3297
H -1.735490 -6.742136 0.510864  0.2721
H 0.791213 -5.502351 -1.642871  0.1873
H 0.082630 -3.935582 -1.689675  0.2403

Cartesian forces (eV/Å) of the 6 atoms listed first:
2.30 1.43 0.32
-0.19 -0.06 -0.02
0.30 0.34 0.18
-0.08 -0.16 -0.06
-0.17 -0.19 -0.07
-0.28 -0.04 -0.02

Results
LUMO (alpha / beta)	-9.52 / -9.51	eV
charge	+2
HOMO-LUMO gap (alpha / beta)	5.1 / 5.1	eV


[3]
Density functional theory data (the ωB97M-V functional and the def2-TZVPD basis) for the molecule C6H11NO2 at a distorted geometry.

Each line ends with the Mulliken charge.
CARTESIAN COORDINATES (ANGSTROEM)
C -0.047431 1.115387 1.457511  -1.3804
C -0.019170 -0.073770 0.937160  0.6757
C 0.186439 -1.415836 1.624570  -1.4019
C -0.369729 -0.134132 -0.702134  1.2430
C 0.836352 -0.970143 -1.286270  -1.2488
C -0.523175 1.169044 -1.415823  -2.0153
N -1.570056 -1.055117 -0.843130  1.0628
O -2.645663 -0.597261 -1.199289  -0.6426
O -1.451189 -2.240058 -0.541664  -0.6283
H -0.365272 1.904555 0.944977  0.4200
H 0.250054 1.171550 2.440750  0.4041
H -0.212958 -1.423971 2.613437  0.4604
H 1.270866 -1.717644 1.659398  0.2436
H -0.413034 -2.143028 1.083041  0.3775
H 0.708019 -1.205496 -2.406418  0.3493
H 1.059294 -1.937679 -0.708683  0.3276
H 1.812615 -0.422840 -1.194476  0.3490
H -0.593872 0.892432 -2.443490  0.4584
H 0.235825 1.894989 -1.131713  0.4320
H -1.462573 1.563077 -1.277111  0.5138

Cartesian forces (eV/Å) of the 6 atoms listed first:
0.80 -2.55 1.06
-1.31 -1.61 -3.13
1.05 0.41 -0.76
2.70 -2.25 2.37
0.94 -0.81 -0.49
0.64 -1.05 0.14

Results
LUMO	0.34	eV
ΔE to the lowest compared entry with this formula, charge and spin	116.62	kcal per mole
structure (SMILES)	C=C(C)C(C)(C)[N+](=O)[O-]
HOMO-LUMO gap	10.5	eV


[4]
Density functional theory data (the ωB97M-V functional and the def2-TZVPD basis) for the molecule C2H2F2OS at a distorted geometry.

Each line ends with the Mulliken charge.
CARTESIAN COORDINATES (ANGSTROEM)
O -0.959724 1.434674 -0.243473  -0.4848
C -0.439200 0.341991 -0.108870  0.4772
S -1.411643 -1.108755 0.209101  -0.2162
C 1.036108 0.027259 -0.141318  0.2863
F 1.417510 -0.143540 1.118396  -0.2038
F 1.234600 -1.121102 -0.797194  -0.2285
H -2.495527 -0.255405 0.507374  0.1806
H 1.617878 0.824877 -0.544015  0.1891

Cartesian forces (eV/Å) of the 6 atoms listed first:
1.44 -1.16 0.18
-2.03 0.94 -0.30
-1.28 1.04 0.46
-0.27 0.63 -0.18
0.49 -0.30 1.43
0.18 -0.56 -0.51

Results
LUMO	0.35	eV
ΔE to the lowest compared entry with this formula, charge and spin	1.04	kcal per mole
structure (SMILES)	O=C(S)C(F)F
HOMO-LUMO gap	10.8	eV


Number 1: calculated total energy -8672.3012 eV. Number 2: calculated total energy -99033.7930 eV. Number 3: calculated total energy -11981.2113 eV. Number 4: calculated total energy -20423.6155 eV.